{"formula": "C14H46BO14", "method": "wB97M-V/def2-TZVPD", "total_charge": -1, "e_homo_ev": -5.32, "e_tot_ev": -44597.994, "species": ["B", "H", "H", "H", "H", "C", "C", "O", "O", "H", "H", "H", "H", "H", "H", "C", "C", "O", "O", "H", "H", "H", "H", "H", "H", "C", "C", "O", "O", "H", "H", "H", "H", "H", "H", "C", "C", "O", "O", "H", "H", "H", "H", "H", "H", "C", "C", "O", "O", "H", "H", "H", "H", "H", "H", "C", "C", "O", "O", "H", "H", "H", "H", "H", "H", "C", "C", "O", "O", "H", "H", "H", "H", "H", "H"], "xyz": [[-1.1347, -0.7995, -0.1115], [-0.8012, -0.7689, -1.1372], [-2.1318, -1.1956, 0.0030], [-0.4173, -1.2974, 0.5224], [-1.2389, 0.2265, 0.2056], [-5.0969, 0.1222, 4.4183], [-5.4976, 1.1267, 5.5318], [-4.4576, 1.9468, 5.9799], [-4.9526, 0.8229, 3.1646], [-5.8945, -0.6028, 4.2564], [-4.2083, -0.4221, 4.7381], [-5.7730, 0.5131, 6.3895], [-6.3779, 1.7358, 5.3264], [-3.7767, 1.4265, 6.4126], [-4.1447, 0.4580, 2.7962], [-1.2065, 6.4882, 0.3494], [-0.8057, 5.7516, 1.6597], [0.6110, 5.7706, 1.8357], [-0.9305, 7.8273, 0.2550], [-2.2879, 6.3606, 0.2997], [-0.8202, 5.9351, -0.5067], [-1.2829, 4.7736, 1.7222], [-1.3115, 6.1767, 2.5266], [1.0495, 5.2606, 1.1507], [-1.3773, 8.2414, 0.9970], [3.1859, 0.8933, -2.4403], [3.9563, -0.4421, -2.5114], [3.1035, -1.4438, -1.9357], [2.7430, 1.2518, -1.0823], [2.2780, 0.8616, -3.0426], [3.8622, 1.6699, -2.7974], [4.9372, -0.5015, -2.0399], [4.1719, -0.8000, -3.5181], [2.6187, -1.0408, -1.2117], [1.8528, 0.9577, -0.8757], [5.8828, -1.1906, 3.1899], [6.3894, 0.2653, 3.2270], [6.3597, 0.7542, 1.8486], [6.8082, -2.1415, 2.8985], [4.9873, -1.3400, 2.5867], [5.5536, -1.3340, 4.2190], [7.3751, 0.2610, 3.6924], [5.6966, 0.9042, 3.7746], [5.4493, 0.8270, 1.5529], [7.0787, -2.0528, 1.9817], [-4.8662, 3.1948, -4.7594], [-3.9646, 2.5177, -3.8613], [-3.9823, 1.0940, -3.8526], [-4.6410, 3.0083, -6.0929], [-4.9277, 4.2664, -4.5692], [-5.8658, 2.7700, -4.6677], [-4.1063, 2.8610, -2.8365], [-2.9212, 2.7870, -4.0256], [-3.4684, 0.7031, -3.1421], [-3.9008, 2.4065, -5.9854], [0.7967, -4.0703, -6.5724], [1.0287, -4.2111, -8.0811], [-0.1336, -4.3632, -8.7896], [0.1704, -2.8605, -6.1043], [1.7381, -4.1520, -6.0292], [0.2568, -4.8837, -6.0876], [1.6145, -5.1139, -8.2541], [1.7024, -3.4502, -8.4752], [-0.5657, -3.5102, -8.8739], [0.2567, -2.8972, -5.1489], [0.0047, -4.3819, 5.0488], [1.2947, -5.1808, 4.9076], [1.3529, -6.2085, 5.8774], [-0.8997, -4.5994, 3.9806], [0.1750, -3.3055, 5.0728], [-0.4850, -4.5033, 6.0150], [2.1757, -4.5649, 5.0882], [1.4844, -5.5813, 3.9118], [1.2305, -5.9061, 6.7803], [-0.5781, -4.1017, 3.2254]], "forces_ev_per_a": [[0.0, 0.0, 0.0], [1.3, -0.1, -4.3], [-3.9, -2.0, 0.3], [2.9, -2.2, 2.6], [-0.2, 4.4, 1.5], [-1.2, 1.6, -0.3], [0.1, -1.8, 0.4], [0.5, 1.1, -0.3], [0.6, -0.6, 0.9], [-0.2, -0.2, 0.4], [0.2, 0.1, -0.2], [-0.5, -0.4, 0.1], [0.3, 0.1, -0.5], [-0.1, -0.1, -0.1], [0.1, 0.2, -0.6], [-1.3, -2.3, 1.0], [0.3, 0.6, -0.9], [-0.6, 0.0, 0.7], [0.8, 1.2, 0.1], [-0.4, -0.3, -0.2], [0.4, 0.3, -0.1], [0.5, -0.6, -0.7], [0.6, 0.9, 0.2], [-0.2, -0.1, -0.1], [0.1, 0.3, 0.0], [0.0, 0.0, 0.8], [-1.4, -0.8, 0.8], [0.5, -0.2, -0.4], [1.5, -0.2, -0.8], [0.3, -0.2, -0.3], [-0.3, 0.3, 0.2], [0.0, 0.7, 0.5], [-0.4, 0.5, -0.4], [-0.1, 0.0, 0.2], [-0.4, -0.2, -0.4], [-1.3, 1.6, 1.8], [-1.7, -0.7, -2.1], [1.5, 0.1, 0.7], [1.6, -1.2, -0.4], [-0.2, 0.5, -0.3], [0.0, -0.6, 0.2], [0.1, 0.4, -0.6], [0.1, -0.2, 0.5], [-0.2, -0.1, 0.2], [0.0, 0.0, -0.1], [-3.5, 0.7, 0.4], [2.7, -0.9, 2.9], [-1.2, -0.2, -1.2], [1.9, -0.7, -1.8], [0.2, 0.1, 0.5], [-0.5, 0.2, 1.1], [-0.5, 0.3, 0.1], [0.3, 0.5, -0.5], [0.2, 0.4, 0.2], [0.4, -0.4, -1.6], [0.6, 0.1, 1.4], [0.9, -0.2, 1.6], [-1.3, 0.1, -1.1], [0.2, -0.1, -1.1], [0.7, 0.1, -0.4], [-0.5, -0.5, -0.9], [-0.1, -0.3, 0.3], [-0.2, 0.6, 0.1], [-0.1, 0.0, 0.1], [-0.2, 0.3, 0.1], [0.0, 1.2, -1.0], [0.5, 0.7, 1.5], [0.1, -1.6, -0.3], [-0.4, -0.5, 0.3], [0.7, 0.3, -0.1], [-0.2, -0.9, -0.1], [0.0, 0.6, 0.0], [-0.6, -0.4, 0.1], [0.0, 0.5, -0.3], [-0.1, 0.1, -0.1]], "mulliken_charge": [0.244, -0.329, -0.261, -0.320, -0.266, -0.323, -0.422, -0.511, -0.496, 0.245, 0.317, 0.283, 0.307, 0.297, 0.298, -0.379, -0.509, -0.505, -0.502, 0.265, 0.351, 0.301, 0.356, 0.309, 0.311, -0.379, -0.253, -0.518, -0.550, 0.267, 0.284, 0.213, 0.279, 0.312, 0.305, -0.310, -0.426, -0.517, -0.518, 0.344, 0.272, 0.288, 0.279, 0.290, 0.295, -0.267, -0.603, -0.546, -0.495, 0.261, 0.247, 0.373, 0.365, 0.327, 0.328, -0.346, -0.473, -0.511, -0.516, 0.315, 0.298, 0.298, 0.300, 0.323, 0.310, -0.449, -0.216, -0.540, -0.539, 0.284, 0.324, 0.220, 0.302, 0.288, 0.321]}

{"formula": "C5H10O2", "method": "wB97M-V/def2-TZVPD", "e_homo_ev": -9.91, "e_tot_ev": -9441.473, "smiles": "O=CCCCCO", "species": ["O", "C", "C", "C", "C", "C", "O", "H", "H", "H", "H", "H", "H", "H", "H", "H", "H"], "xyz": [[2.4684, 0.3602, -0.1257], [1.8261, -0.5879, 0.2551], [0.6373, -1.1949, -0.4045], [-0.6587, -0.9897, 0.4036], [-1.4436, 0.2814, 0.0532], [-0.6236, 1.5670, -0.0025], [0.2177, 1.5940, -1.1344], [2.1185, -1.0860, 1.2026], [1.0424, -2.2341, -0.3341], [0.5500, -0.9025, -1.4559], [-0.3975, -0.9707, 1.4709], [-1.3204, -1.8492, 0.2593], [-2.2561, 0.3939, 0.7854], [-1.9118, 0.1600, -0.9305], [-0.0615, 1.7024, 0.9362], [-1.3105, 2.4171, -0.0942], [1.1234, 1.3390, -0.8846]], "forces_ev_per_a": [[0.2, 0.0, -0.1], [0.0, 0.8, 0.4], [0.7, -0.8, 0.0], [0.1, -0.1, 0.1], [0.0, -0.1, -0.1], [-0.2, 0.0, 0.2], [0.2, 0.2, -0.1], [0.0, 0.0, 0.0], [-1.1, 0.1, -0.3], [0.0, 0.0, 0.3], [-0.1, 0.0, -0.1], [0.1, 0.0, 0.0], [0.2, 0.0, -0.1], [0.0, 0.0, 0.1], [0.0, 0.0, -0.2], [0.1, -0.1, 0.1], [-0.2, 0.1, -0.1]], "nbo_charge": [-0.551, 0.461, -0.523, -0.390, -0.421, -0.069, -0.750, 0.110, 0.226, 0.246, 0.197, 0.218, 0.209, 0.208, 0.158, 0.179, 0.492]}

{"formula": "C4H11N2O", "method": "wB97M-V/def2-TZVPD", "total_charge": 1, "e_homo_ev": -12.46, "e_tot_ev": -9346.628, "species": ["O", "C", "C", "N", "H", "H", "H", "H", "H", "H", "C", "C", "N", "H", "H", "H", "H", "H"], "xyz": [[1.0343, -2.3212, -0.1994], [0.0303, -2.1276, 0.4085], [-1.1069, -1.3015, -0.1329], [-0.6979, -0.6706, -1.4142], [-0.1702, -2.5154, 1.4207], [-1.9690, -1.9605, -0.2481], [-1.3531, -0.4912, 0.5501], [-1.4970, -0.4042, -1.9886], [-0.1520, 0.2195, -1.2318], [-0.0422, -1.2734, -1.9222], [1.0636, 1.7434, -0.5808], [0.3095, 1.7655, 0.5450], [0.7315, 1.2855, 1.7490], [2.0909, 1.4111, -0.5758], [0.7106, 2.3466, -1.4085], [-0.7148, 2.1140, 0.5590], [1.6655, 1.0007, 1.9799], [0.0671, 1.1794, 2.4902]], "forces_ev_per_a": [[0.4, 0.0, -0.5], [-0.4, 0.2, 0.8], [0.0, 0.3, -0.1], [0.1, 0.3, -0.2], [0.2, -0.2, 0.0], [-0.1, 0.2, -0.2], [-0.1, -0.1, 0.2], [0.1, -0.3, -0.1], [0.1, -0.1, 0.3], [-0.2, -0.2, -0.1], [-0.9, 0.5, 0.1], [1.1, -0.7, 0.1], [-0.7, -0.2, 0.3], [0.1, 0.0, 0.0], [0.1, -0.1, -0.2], [0.0, 0.3, -0.1], [0.2, 0.1, -0.4], [0.0, 0.2, 0.2]], "nbo_charge": [-0.478, 0.429, -0.342, -0.716, 0.152, 0.260, 0.248, 0.442, 0.466, 0.457, -0.632, 0.045, -0.801, 0.229, 0.231, 0.204, 0.410, 0.396]}

{"formula": "C18H25N4O3", "method": "wB97M-V/def2-TZVPD", "total_charge": 1, "e_homo_ev": -10.75, "e_tot_ev": -31168.326, "smiles": "COc1cccc(OC[C@@H](O)C[NH+]2CCN(c3ncccn3)CC2)c1", "species": ["C", "O", "C", "C", "C", "C", "C", "O", "C", "C", "O", "C", "N", "C", "C", "N", "C", "N", "C", "C", "C", "N", "C", "C", "C", "H", "H", "H", "H", "H", "H", "H", "H", "H", "H", "H", "H", "H", "H", "H", "H", "H", "H", "H", "H", "H", "H", "H", "H", "H"], "xyz": [[5.7744, 3.5311, 0.4831], [4.8438, 2.4925, 0.7029], [5.0588, 1.2919, 0.1100], [6.1058, 0.9942, -0.7524], [6.1987, -0.2773, -1.2954], [5.2705, -1.2519, -0.9962], [4.2231, -0.9543, -0.1278], [3.3458, -1.9973, 0.1125], [2.2907, -1.8261, 1.0160], [1.0978, -1.1730, 0.2892], [0.8026, -1.9057, -0.8827], [-0.1794, -1.1833, 1.1458], [-1.3487, -1.0820, 0.2430], [-1.6246, 0.3084, -0.1954], [-2.7175, 0.2980, -1.2686], [-3.8904, -0.3615, -0.7678], [-5.0013, 0.3454, -0.3994], [-5.0275, 1.6381, -0.7191], [-6.1365, 2.2958, -0.4243], [-7.2185, 1.6877, 0.1955], [-7.0651, 0.3460, 0.5139], [-5.9640, -0.3282, 0.2277], [-3.6681, -1.6992, -0.2971], [-2.5808, -1.7029, 0.7828], [4.1120, 0.3093, 0.4181], [5.4153, 4.3747, 1.0695], [5.8151, 3.8143, -0.5725], [6.7736, 3.2501, 0.8267], [6.8478, 1.7331, -1.0042], [7.0143, -0.5079, -1.9626], [5.3420, -2.2445, -1.4086], [2.5816, -1.2470, 1.8972], [2.0123, -2.8382, 1.3283], [1.3727, -0.1448, 0.0092], [1.6342, -2.2838, -1.2085], [-0.2401, -2.1349, 1.6789], [-0.1852, -0.3692, 1.8701], [-1.0482, -1.6155, -0.5963], [-0.7109, 0.7492, -0.5929], [-1.9582, 0.8823, 0.6719], [-2.3564, -0.2233, -2.1627], [-2.9951, 1.3195, -1.5339], [-6.1413, 3.3434, -0.6934], [-8.1195, 2.2277, 0.4260], [-7.8374, -0.2176, 1.0195], [-3.3624, -2.3365, -1.1351], [-4.6087, -2.0703, 0.1137], [-2.3648, -2.7251, 1.0957], [-2.9093, -1.1234, 1.6483], [3.3271, 0.5918, 1.1016]], "forces_ev_per_a": [[0.2, 0.2, 0.0], [-0.2, -0.4, 0.0], [0.0, -0.1, -0.1], [0.0, 0.4, 0.2], [-0.2, -0.2, 0.1], [-0.1, -0.1, 0.0], [0.2, 0.2, -0.2], [0.2, 0.0, -0.2], [-0.5, 0.2, 0.1], [0.3, 0.2, 0.3], [0.0, -0.2, -0.1], [0.8, -0.2, 0.1], [0.2, -0.3, -0.2], [-0.3, 0.7, -0.6], [0.1, 0.2, 0.1], [0.4, -0.3, -0.2], [-0.6, 0.3, 0.1], [0.3, -0.1, -0.1], [-0.3, -0.1, 0.2], [0.1, -0.1, 0.0], [-0.1, 0.3, 0.0], [0.2, -0.2, 0.0], [0.0, -0.1, 0.2], [-0.8, -0.4, 0.0], [-0.2, 0.0, 0.1], [0.1, 0.0, -0.1], [0.0, 0.0, 0.0], [0.0, 0.0, 0.0], [0.1, 0.1, 0.0], [0.1, 0.0, -0.1], [0.0, -0.1, -0.1], [0.0, 0.0, 0.0], [0.0, 0.1, 0.0], [-0.1, -0.1, 0.1], [-0.1, 0.1, -0.1], [-0.1, 0.0, -0.1], [-0.1, 0.0, -0.1], [-0.1, 0.1, 0.2], [0.1, -0.1, 0.1], [0.1, -0.1, 0.0], [0.0, 0.0, 0.0], [0.2, -0.1, 0.0], [-0.1, 0.1, 0.0], [-0.1, 0.1, 0.0], [-0.1, 0.0, 0.0], [0.0, 0.0, 0.0], [0.3, -0.1, 0.0], [0.2, 0.1, 0.0], [0.1, 0.0, 0.0], [-0.1, 0.0, 0.1]], "nbo_charge": [-0.255, -0.492, 0.343, -0.329, -0.149, -0.317, 0.383, -0.524, -0.087, 0.050, -0.755, -0.231, -0.372, -0.235, -0.245, -0.420, 0.561, -0.518, 0.116, -0.343, 0.116, -0.518, -0.244, -0.231, -0.382, 0.207, 0.181, 0.184, 0.230, 0.226, 0.229, 0.201, 0.205, 0.187, 0.519, 0.227, 0.236, 0.471, 0.237, 0.226, 0.205, 0.286, 0.208, 0.240, 0.209, 0.203, 0.286, 0.234, 0.227, 0.214]}

{"formula": "CH4N3P", "method": "wB97M-V/def2-TZVPD", "e_homo_ev": -9.50, "e_tot_ev": -14859.654, "smiles": "[H]/N=P/N.C#N", "species": ["H", "N", "P", "N", "H", "H", "C", "N", "H"], "xyz": [[-3.1064, -0.7237, -0.0457], [-2.0913, -0.4479, -0.1816], [-1.7097, 0.8366, -0.9245], [0.0068, 0.7674, -0.7525], [0.3729, 0.1083, -0.0762], [0.8085, 1.1207, -1.3944], [1.8817, -0.6449, 1.1625], [2.7028, -0.5968, 0.3787], [1.1346, -0.4196, 1.8337]], "forces_ev_per_a": [[1.7, 0.9, -0.3], [-2.1, -1.5, 1.0], [2.1, 0.4, -0.6], [0.8, 1.0, -1.3], [-0.4, 0.0, -0.6], [-2.4, -0.6, 1.5], [0.6, 0.3, -0.2], [0.9, -0.4, -0.8], [-1.3, -0.1, 1.3]], "nbo_charge": [0.395, -1.226, 1.219, -1.202, 0.386, 0.422, 0.059, -0.286, 0.232]}

{"formula": "N2O2S", "method": "wB97M-V/def2-TZVPD", "e_homo_ev": -9.02, "e_tot_ev": -17904.967, "smiles": "O=NSN=O", "species": ["O", "N", "S", "N", "O"], "xyz": [[0.2852, -1.9791, 1.3848], [0.2461, -0.8323, 1.2072], [-0.5925, -0.3058, -0.5672], [0.1314, 1.1192, -0.6126], [-0.0703, 1.9981, -1.4121]], "forces_ev_per_a": [[-0.3, 1.8, -0.4], [0.2, -1.2, -0.4], [-1.2, -2.4, 0.0], [1.7, 2.4, 1.2], [-0.4, -0.6, -0.3]], "nbo_charge": [-0.173, 0.215, 0.377, -0.122, -0.296]}